(i)
Entry from OMol25: a single C15H24O2 molecule (the ωB97M-V functional and the def2-TZVPD basis).

LUMO level (eV): 0.79
HOMO level (eV): -8.611
SMILES: C/C(=C\CC[C@]1(C)[C@@H]2C[C@@H](CO)C=C[C@@H]21)CO
Net charge: 0

Bonds (Å) are listed after each position.
Element x y z (Å)
1 C 4.525 -1.049 0.294  C2 1.502, H18 1.100, H19 1.091, H20 1.079
2 C 3.974 0.008 -0.620  C1 1.502, C3 1.402, C16 1.512
3 C 2.725 0.633 -0.503  C2 1.402, C4 1.508, H21 1.099
4 C 1.764 0.488 0.650  C3 1.508, C5 1.565, H22 1.082, H23 1.070
5 C 0.433 -0.202 0.201  C4 1.565, C6 1.557, H24 1.099, H25 1.082
6 C -0.679 -0.169 1.290  C5 1.557, C7 1.586, C8 1.563, C15 1.516
7 C -0.208 -0.404 2.787  C6 1.586, H26 1.099, H27 1.116, H28 1.114
8 C -2.124 -0.694 1.015  C6 1.563, C9 1.543, C15 1.551, H29 1.071
9 C -2.474 -1.180 -0.407  C8 1.543, C10 1.543, H30 1.070, H31 1.103
10 C -3.384 -0.181 -1.153  C9 1.543, C11 1.557, C13 1.525, H32 1.096
11 C -4.873 -0.236 -0.702  C10 1.557, O12 1.409, H33 1.080, H34 1.084
12 O -5.057 0.104 0.653  C11 1.409, H35 0.963
13 C -2.867 1.247 -1.016  C10 1.525, C14 1.394, H36 1.093
14 C -2.079 1.700 0.041  C13 1.394, C15 1.511, H37 1.076
15 C -1.832 0.813 1.238  C6 1.516, C8 1.551, C14 1.511, H38 1.065
16 C 4.769 0.186 -1.894  C2 1.512, O17 1.426, H39 1.108, H40 1.095
17 O 4.031 0.859 -2.911  C16 1.426, H41 1.000
18 H 5.615 -0.924 0.379  C1 1.100
19 H 4.137 -0.957 1.310  C1 1.091
20 H 4.359 -2.053 -0.063  C1 1.079
21 H 2.403 1.309 -1.308  C3 1.099
22 H 2.202 -0.126 1.426  C4 1.082
23 H 1.562 1.448 1.078  C4 1.070
24 H 0.079 0.301 -0.709  C5 1.099
25 H 0.649 -1.218 -0.098  C5 1.082
26 H -1.058 -0.435 3.483  C7 1.099
27 H 0.398 -1.341 2.816  C7 1.116
28 H 0.416 0.453 3.129  C7 1.114
29 H -2.575 -1.222 1.830  C8 1.071
30 H -1.584 -1.311 -0.986  C9 1.070
31 H -2.999 -2.149 -0.362  C9 1.103
32 H -3.380 -0.455 -2.214  C10 1.096
33 H -5.288 -1.219 -0.875  C11 1.080
34 H -5.460 0.475 -1.271  C11 1.084
35 H -4.485 0.850 0.864  O12 0.963
36 H -3.058 1.911 -1.863  C13 1.093
37 H -1.699 2.706 -0.006  C14 1.076
38 H -2.207 1.148 2.178  C15 1.065
39 H 5.032 -0.816 -2.285  C16 1.108
40 H 5.709 0.708 -1.685  C16 1.095
41 H 4.588 0.996 -3.731  O17 1.000

Atomic partial charges in e from the natural (NBO) method, atoms 1 to 5: -0.653, -0.009, -0.181, -0.425, -0.406

***

(ii)
Entry from OMol25: a single C15H24O2 molecule (the ωB97M-V functional and the def2-TZVPD basis).

LUMO level (eV): 0.74
HOMO level (eV): -8.194
SMILES: CC1=COC=C[C@@]2(C)CC[C@@H](C(C)(C)O)C[C@@H]12
Net charge: 0

Bonds (Å) are listed after each position.
Element x y z (Å)
1 C -3.149 0.826 -1.396  C2 1.513, H18 1.083, H19 1.121, H20 1.090
2 C -2.008 1.400 -0.584  C1 1.513, C3 1.381, C17 1.518
3 C -2.206 2.515 0.207  C2 1.381, O4 1.385, H21 1.076
4 O -1.329 3.158 1.066  C3 1.385, C5 1.392
5 C 0.027 2.899 1.241  O4 1.392, C6 1.360, H22 1.085
6 C 0.910 2.270 0.419  C5 1.360, C7 1.534, H23 1.072
7 C 0.605 1.515 -0.881  C6 1.534, C8 1.543, C9 1.547, C17 1.563
8 C 0.434 2.589 -1.976  C7 1.543, H24 1.091, H25 1.097, H26 1.107
9 C 1.788 0.563 -1.176  C7 1.547, C10 1.524, H27 1.069, H28 1.091
10 C 1.920 -0.627 -0.234  C9 1.524, C11 1.546, H29 1.108, H30 1.072
11 C 0.596 -1.401 -0.044  C10 1.546, C12 1.552, C16 1.537, H31 1.082
12 C 0.757 -2.555 0.981  C11 1.552, C13 1.551, C14 1.558, O15 1.445
13 C -0.305 -3.660 0.742  C12 1.551, H32 1.100, H33 1.064, H34 1.094
14 C 0.674 -2.069 2.459  C12 1.558, H35 1.077, H36 1.090, H37 1.104
15 O 2.015 -3.252 0.829  C12 1.445, H38 0.995
16 C -0.551 -0.447 0.324  C11 1.537, C17 1.538, H39 1.068, H40 1.050
17 C -0.694 0.657 -0.737  C2 1.518, C7 1.563, C16 1.538, H41 1.113
18 H -3.407 -0.155 -1.017  C1 1.083
19 H -2.819 0.709 -2.461  C1 1.121
20 H -4.071 1.407 -1.382  C1 1.090
21 H -3.198 2.919 0.110  C3 1.076
22 H 0.516 3.372 2.086  C5 1.085
23 H 1.922 2.207 0.766  C6 1.072
24 H 1.423 2.944 -2.270  C8 1.091
25 H -0.097 2.205 -2.855  C8 1.097
26 H -0.126 3.475 -1.621  C8 1.107
27 H 1.717 0.212 -2.183  C9 1.069
28 H 2.726 1.104 -1.042  C9 1.091
29 H 2.661 -1.303 -0.706  C10 1.108
30 H 2.326 -0.345 0.718  C10 1.072
31 H 0.369 -1.872 -0.992  C11 1.082
32 H -0.295 -4.456 1.500  C13 1.100
33 H -1.269 -3.212 0.696  C13 1.064
34 H -0.097 -4.134 -0.221  C13 1.094
35 H -0.340 -2.007 2.816  C14 1.077
36 H 1.121 -1.085 2.597  C14 1.090
37 H 1.222 -2.757 3.126  C14 1.104
38 H 2.809 -2.738 1.137  O15 0.995
39 H -0.358 0.005 1.273  C16 1.068
40 H -1.435 -1.008 0.403  C16 1.050
41 H -0.788 0.134 -1.716  C17 1.113

Atomic partial charges in e from the natural (NBO) method, atoms 1 to 5: -0.626, -0.049, 0.119, -0.500, 0.127

***

Question: of the structures shown, which is the least stable? Reply: (i).